(1)
{"formula": "C30H42BClN7O5", "method": "wB97M-V/def2-TZVPD", "charge": 1, "orbital_gap_ev": 3.87, "e_tot_ha": -2412.1520, "elements": ["C", "C", "N", "N", "C", "C", "B", "O", "O", "C", "C", "C", "O", "O", "C", "C", "C", "N", "C", "C", "C", "C", "O", "Cl", "H", "H", "H", "H", "H", "H", "H", "H", "H", "H", "H", "H", "H", "H", "H", "H", "H", "H", "H", "H", "H", "H", "N", "C", "C", "C", "C", "H", "H", "H", "H", "H", "N", "C", "C", "C", "C", "H", "H", "H", "H", "H", "N", "C", "C", "C", "C", "H", "H", "H", "H", "H", "N", "C", "C", "C", "C", "H", "H", "H", "H", "H"], "coordinates": [[4.334, -1.646, 1.204], [4.484, -1.202, -0.367], [3.315, -1.566, -1.254], [2.099, -1.538, -0.578], [1.486, -0.135, -0.384], [0.051, 0.133, 0.396], [-0.569, 1.650, 0.525], [-0.869, 2.372, -0.762], [-0.792, 2.328, 1.846], [-1.858, 3.357, 1.676], [-0.741, -1.146, 1.038], [-2.136, -1.134, 1.885], [-2.666, -0.124, 2.575], [-2.886, -2.431, 1.944], [-4.284, -2.250, 1.526], [-4.835, -3.778, 1.126], [-6.380, -3.786, 0.573], [-6.399, -2.876, -0.660], [-0.033, -2.642, 0.792], [1.400, -2.810, -0.053], [2.042, -4.335, -0.294], [1.359, -5.484, 0.659], [0.522, -6.360, 0.082], [1.653, -5.602, 2.486], [5.265, -1.232, 1.784], [4.239, -2.825, 1.360], [3.380, -1.140, 1.708], [4.580, -0.015, -0.383], [5.480, -1.613, -0.853], [3.461, -2.451, -1.785], [2.070, 0.797, -0.816], [-0.218, 1.980, -1.444], [-2.803, 2.819, 1.239], [-2.086, 3.842, 2.740], [-1.476, 4.249, 0.985], [-4.424, -1.570, 0.584], [-4.929, -1.877, 2.457], [-4.711, -4.487, 2.078], [-4.055, -4.168, 0.311], [-7.083, -3.331, 1.390], [-6.677, -4.895, 0.347], [-7.074, -3.301, -1.334], [-5.407, -2.894, -1.043], [-0.611, -3.592, 1.220], [1.939, -4.612, -1.432], [3.183, -4.237, -0.044], [4.472, 2.815, 0.930], [3.553, 3.186, 1.878], [4.234, 3.472, 3.040], [5.611, 3.272, 2.783], [5.730, 2.869, 1.472], [4.255, 2.544, -0.020], [2.497, 3.213, 1.644], [3.786, 3.792, 3.972], [6.428, 3.408, 3.479], [6.599, 2.616, 0.880], [-6.333, -4.248, -3.683], [-6.412, -3.637, -4.907], [-6.449, -4.619, -5.872], [-6.397, -5.867, -5.205], [-6.329, -5.608, -3.855], [-6.287, -3.771, -2.792], [-6.433, -2.558, -4.987], [-6.508, -4.455, -6.940], [-6.409, -6.848, -5.662], [-6.277, -6.274, -3.003], [4.502, 2.402, -3.126], [5.411, 3.334, -3.555], [6.223, 2.736, -4.493], [5.784, 1.398, -4.638], [4.719, 1.220, -3.785], [3.783, 2.562, -2.432], [5.403, 4.340, -3.157], [7.041, 3.212, -5.017], [6.200, 0.646, -5.296], [4.099, 0.356, -3.589], [-0.234, 6.032, 3.686], [-1.344, 6.122, 4.486], [-1.564, 7.453, 4.760], [-0.556, 8.193, 4.098], [0.250, 7.291, 3.440], [0.164, 5.172, 3.332], [-1.879, 5.233, 4.791], [-2.366, 7.849, 5.371], [-0.431, 9.268, 4.101], [1.125, 7.436, 2.821]]}

(2)
{"formula": "C30H42BF9GaN2O9", "method": "wB97M-V/def2-TZVPD", "charge": -1, "orbital_gap_ev": 6.24, "e_tot_ha": -4803.5468, "elements": ["C", "C", "B", "O", "Ga", "C", "C", "C", "N", "C", "C", "C", "C", "C", "N", "C", "F", "F", "C", "F", "F", "C", "F", "F", "C", "F", "F", "F", "H", "H", "H", "H", "H", "H", "H", "H", "H", "H", "H", "H", "H", "H", "H", "H", "H", "H", "O", "C", "O", "C", "C", "C", "H", "H", "H", "H", "H", "H", "O", "C", "O", "C", "C", "C", "H", "H", "H", "H", "H", "H", "O", "C", "O", "C", "C", "C", "H", "H", "H", "H", "H", "H", "O", "C", "O", "C", "C", "C", "H", "H", "H", "H", "H", "H"], "coordinates": [[-2.373, -0.580, -4.434], [-0.833, -0.661, -4.372], [-0.297, -1.031, -2.917], [-0.525, -2.372, -2.524], [0.635, 0.360, -1.599], [0.781, -0.517, 0.229], [-0.314, -0.062, 1.239], [0.341, 0.638, 2.436], [1.132, -0.297, 3.277], [-0.491, 2.093, -1.559], [-0.066, 3.142, -0.774], [-0.778, 4.304, -0.761], [-1.886, 4.349, -1.539], [-2.285, 3.284, -2.273], [-1.603, 2.137, -2.302], [2.479, 0.836, -2.480], [2.275, 1.651, -3.574], [2.999, -0.324, -2.991], [3.577, 1.455, -1.572], [4.559, 0.536, -1.378], [3.102, 1.738, -0.347], [4.312, 2.699, -2.126], [4.717, 2.511, -3.381], [5.440, 2.870, -1.377], [3.570, 4.050, -2.015], [3.276, 4.353, -0.749], [4.415, 5.002, -2.474], [2.466, 4.098, -2.750], [-2.742, -0.840, -5.423], [-2.798, -1.277, -3.713], [-2.726, 0.420, -4.202], [-0.542, -1.465, -5.053], [-0.378, 0.259, -4.731], [-1.478, -2.481, -2.423], [0.644, -1.585, 0.062], [1.763, -0.435, 0.689], [-1.053, 0.589, 0.778], [-0.774, -0.953, 1.659], [1.001, 1.439, 2.114], [-0.448, 1.048, 3.059], [0.824, -1.244, 3.063], [2.076, -0.267, 2.909], [0.819, 3.058, -0.165], [-0.466, 5.156, -0.179], [-2.472, 5.258, -1.577], [-3.179, 3.355, -2.878], [-0.456, -2.836, 3.552], [-1.180, -2.617, 4.478], [-1.888, -1.476, 4.607], [-2.575, -1.459, 5.867], [-2.692, -2.923, 6.277], [-1.422, -3.514, 5.673], [-1.984, -0.873, 6.574], [-3.542, -0.980, 5.735], [-2.784, -3.065, 7.352], [-3.568, -3.370, 5.804], [-0.572, -3.435, 6.352], [-1.557, -4.546, 5.358], [-1.718, -0.975, -7.837], [-1.594, 0.170, -8.143], [-0.484, 0.657, -8.756], [-0.578, 2.083, -8.886], [-2.067, 2.397, -8.816], [-2.574, 1.298, -7.885], [-0.018, 2.542, -8.068], [-0.129, 2.383, -9.831], [-2.276, 3.407, -8.468], [-2.517, 2.280, -9.803], [-2.501, 1.584, -6.834], [-3.588, 0.986, -8.116], [0.491, 2.998, 4.265], [1.444, 3.696, 4.403], [1.374, 4.994, 4.823], [2.676, 5.594, 4.778], [3.660, 4.432, 4.830], [2.886, 3.330, 4.110], [2.761, 6.166, 3.850], [2.782, 6.274, 5.621], [4.624, 4.666, 4.381], [3.834, 4.142, 5.868], [3.039, 3.360, 3.030], [3.112, 2.338, 4.489], [-2.373, -9.268, 5.380], [-1.931, -8.608, 4.486], [-2.174, -7.282, 4.361], [-1.597, -6.786, 3.136], [-0.502, -7.778, 2.778], [-1.071, -9.085, 3.329], [-2.381, -6.741, 2.378], [-1.210, -5.782, 3.302], [-0.277, -7.801, 1.714], [0.415, -7.524, 3.310], [-1.713, -9.591, 2.606], [-0.299, -9.763, 3.681]]}